Computed, not measured: C32H32IrN6O2PS2 as an isolated structure, with ωB97M-V with the def2-TZVPD basis set.

Values from the calculation:
energy above the lowest of the compared OMol25 structures with the same formula, charge and spin = 6.0 kcal per mole
lowest unoccupied orbital energy (spin up / spin down) = -0.8577 / -0.8606 eV
E_HOMO (spin up / spin down) = -7.230 / -7.232 eV

CARTESIAN COORDINATES (ANGSTROEM)
1 Ir -0.21914 -0.44503 -0.23880
2 N 1.10863 -0.26748 -1.55126
3 P 2.66615 -0.33052 -1.80791
4 C 3.64928 0.87358 -0.87486
5 C 3.84837 2.15587 -1.37735
6 C 4.51932 3.10910 -0.62239
7 C 5.00250 2.78478 0.63575
8 C 4.81767 1.50223 1.14057
9 C 4.14434 0.55047 0.39045
10 C 3.41287 -1.94696 -1.49505
11 C 4.78384 -2.13927 -1.33349
12 C 5.28711 -3.41476 -1.13308
13 C 4.42313 -4.50203 -1.09064
14 C 3.05754 -4.31406 -1.24511
15 C 2.54920 -3.03907 -1.44784
16 C 2.94277 0.05066 -3.55294
17 C 4.23068 0.10003 -4.08463
18 C 4.41694 0.36768 -5.43017
19 C 3.31688 0.58472 -6.25171
20 C 2.03464 0.53177 -5.72753
21 C 1.84491 0.26563 -4.37783
22 H 3.46871 2.41869 -2.35686
23 H 4.66364 4.10485 -1.02069
24 H 5.53471 3.52518 1.21919
25 H 5.21399 1.23995 2.11414
26 H 4.00648 -0.44972 0.78114
27 H 5.46044 -1.29267 -1.34546
28 H 6.35188 -3.56110 -1.00515
29 H 4.81737 -5.49762 -0.93198
30 H 2.38275 -5.15902 -1.20296
31 H 1.48090 -2.88686 -1.55708
32 H 5.09252 -0.07071 -3.44952
33 H 5.41778 0.40565 -5.84021
34 H 3.46304 0.79164 -7.30414
35 H 1.17739 0.69611 -6.36722
36 H 0.85176 0.21766 -3.95109
37 O -6.73831 -2.31212 -4.51924
38 C -5.61475 -1.55736 -4.52939
39 O -5.46026 -0.74465 -5.39819
40 C -4.62523 -1.78642 -3.43533
41 C -4.66335 -2.86816 -2.55493
42 C -3.69977 -3.02271 -1.57784
43 C -2.65575 -2.10071 -1.45943
44 S -1.44056 -2.38325 -0.22893
45 C -2.61484 -1.02259 -2.34500
46 C -3.58790 -0.86775 -3.31351
47 H -6.76385 -2.86279 -3.73057
48 H -5.43928 -3.62413 -2.61227
49 H -3.75170 -3.86186 -0.89602
50 H -1.80598 -0.29948 -2.29440
51 H -3.55517 -0.03463 -4.00263
52 C -0.29358 -2.57783 4.48174
53 C -0.97014 -1.51683 3.63223
54 N -0.19953 -0.26940 3.58675
55 C 0.77256 0.00425 2.74206
56 S 1.23268 -1.07328 1.43272
57 N 1.46338 1.13623 2.85976
58 C 1.17099 2.22453 3.78736
59 C -0.03463 3.06071 3.38016
60 H -0.87600 -3.49868 4.44828
61 H -0.21081 -2.26618 5.52429
62 H 0.70419 -2.79476 4.09879
63 H -1.94905 -1.24916 4.02915
64 H -1.12221 -1.85675 2.61234
65 H -0.42674 0.42422 4.28425
66 H 2.10167 1.31420 2.09804
67 H 2.06882 2.84031 3.82361
68 H 1.05417 1.80618 4.79127
69 H 0.10717 3.46264 2.37641
70 H -0.15002 3.89681 4.07051
71 H -0.96649 2.49398 3.38076
72 N -5.37440 1.10462 3.36091
73 C -4.26454 1.18744 3.04343
74 N -2.97649 1.34349 2.77914
75 C -2.37723 0.74939 1.81540
76 N -1.67272 0.27515 1.02020